[1]
Formula: C25H36NO2Pb
Source: the Open Molecules 2025 dataset
Level of theory: ωB97M-V/def2-TZVPD

```
! RIJCOSX wB97M-V def2-TZVPD def2/J DEFGRID3
* xyz 1 1
O -0.7977 -0.0087 -3.3481
C -1.3242 -1.2650 -3.9888
C -2.1467 -0.5720 -5.0450
H -1.9623 -1.8537 -3.3259
H -0.4948 -1.8703 -4.3695
C -1.5330 0.7116 -4.4056
H -3.2171 -0.6503 -4.8874
H -1.8666 -0.7382 -6.0808
C -2.6640 1.6035 -3.9070
H -3.3186 1.1048 -3.1761
H -3.3117 1.8687 -4.7595
H -2.2595 2.5280 -3.4802
C -0.5021 1.3961 -5.2784
H 0.3003 0.7069 -5.5653
H -0.0320 2.1655 -4.6669
H -0.9377 1.8650 -6.1627
Pb 1.1817 0.5709 0.1126
C 4.2657 0.2305 1.0543
C 4.1128 -1.1527 1.3127
C 3.4915 -1.7672 0.2099
H 4.4905 -1.6696 2.1994
C 3.2435 -0.7682 -0.7731
C 3.7213 0.4992 -0.2423
H 3.8552 1.4215 -0.8050
H 4.8242 0.9407 1.6635
H 3.3220 -2.8453 0.1000
H 2.9171 -0.9317 -1.8094
C 1.4355 3.1376 2.8270
C 1.9991 3.3470 1.5331
C 0.9053 3.4618 0.6058
H 3.0512 3.4885 1.3194
C -0.3056 3.2418 1.3362
C 0.0253 3.0624 2.6896
H -0.6879 2.9461 3.5171
H 1.9986 3.1202 3.7630
H 0.9825 3.8272 -0.4142
H -1.3261 3.2732 0.9174
O -3.4035 -1.3498 -1.3295
C -1.9633 -1.0694 -0.9260
C -1.1954 -2.4031 -1.0046
H -1.9261 -0.6487 0.0963
H -1.4938 -0.3337 -1.6234
C -2.3437 -3.3996 -0.6411
H -0.3188 -2.4020 -0.3144
H -0.7200 -2.5462 -2.0117
C -3.6382 -2.5664 -0.5723
H -2.1343 -3.7869 0.3610
H -2.3767 -4.2891 -1.2650
H -3.9144 -2.3083 0.4687
H -4.5395 -3.1037 -0.9746
C 3.0392 0.3843 4.3968
C 1.6065 0.0425 4.3380
C 0.8257 -0.3565 5.4700
C -0.4430 -0.6586 4.9932
C -0.3943 -0.4589 3.5774
C -1.5290 -0.7018 2.6490
N 0.8559 -0.0417 3.1949
H 3.2809 0.8206 5.3793
H 3.3179 1.1157 3.6282
H 3.6283 -0.5398 4.2664
H 1.2347 -0.4329 6.4688
H -1.3243 -1.0325 5.4900
H -1.2573 -1.4048 1.8390
H -2.3749 -1.1837 3.1654
H -1.9341 0.2293 2.2106
*
```

Its total energy is -1371.82656 a.u. As for the energy above the lowest of the compared OMol25 structures with the same formula, charge and spin: 92.3 kJ/mol. Its HOMO-LUMO gap (alpha / beta) is 6.52 / 5.45 eV. The value obtained for the LUMO energy (alpha / beta) is -4.6072 / -5.6713 eV.

***

[2]
Formula: C25H34Br2N2P
Source: the Open Molecules 2025 dataset
Level of theory: ωB97M-V/def2-TZVPD

```
! RIJCOSX wB97M-V def2-TZVPD def2/J DEFGRID3
* xyz 1 1
Br -2.6952 -1.5839 -8.2595
C -2.2120 -1.5411 -6.4327
C -3.1466 -1.0921 -5.5026
C -2.8067 -1.0752 -4.1368
C -1.4975 -1.5232 -3.7105
C -1.1164 -1.4432 -2.3122
C 0.1375 -1.4660 -1.8103
C 0.4788 -1.4049 -0.3291
C 1.6262 -2.4145 -0.0536
C 1.5596 -3.3835 0.9766
C 2.6242 -4.2425 1.2300
C 3.7579 -4.1176 0.4523
Br 5.2792 -5.2850 0.8037
C 3.8652 -3.1842 -0.5517
C 2.7931 -2.3299 -0.8160
C -0.5802 -1.9669 -4.7110
C -0.9575 -1.9744 -6.0506
H -4.1154 -0.7985 -5.8140
H -3.5233 -0.7322 -3.4222
H -2.0297 -1.2869 -1.6575
H 0.9602 -1.5875 -2.5562
H -0.4533 -1.8889 0.2557
H 0.6872 -3.5288 1.5886
H 2.5860 -5.0090 2.0212
H 4.7862 -3.1084 -1.1663
H 2.8935 -1.6458 -1.6398
H 0.4124 -2.3259 -4.4190
H -0.2579 -2.3550 -6.7791
C -2.5323 3.5939 -0.3301
C -1.2233 2.8589 -0.3911
C -1.3033 1.7618 -1.4378
C -0.0816 3.7989 -0.7682
N -0.9231 2.1755 0.8875
C -1.9167 2.1730 1.9563
C -1.2441 1.5914 3.1880
N 0.1199 1.2465 2.8064
C 1.0871 0.8272 3.8622
C 0.4975 0.9757 5.2377
C 2.3695 1.6455 3.7439
C 1.3954 -0.6187 3.5806
P 0.5281 1.4222 1.2067
H 0.4655 -0.3737 0.2382
H -2.4772 4.4017 0.3954
H -2.7076 4.0352 -1.3029
H -3.3852 2.9172 -0.1684
H -0.3171 1.3030 -1.6121
H -2.0351 0.9930 -1.1043
H -1.6504 2.1906 -2.3892
H 0.8718 3.2500 -0.8894
H -0.2798 4.3067 -1.7257
H 0.0510 4.6113 -0.0270
H -2.3315 3.1655 2.2434
H -2.7020 1.4597 1.6269
H -1.3480 2.3418 4.0057
H -1.7380 0.6223 3.4195
H -0.3758 0.3249 5.3933
H 1.2374 0.6250 5.9471
H 0.2928 2.0251 5.4438
H 2.8601 1.5066 2.7599
H 2.1926 2.7292 3.9108
H 3.1075 1.3465 4.5119
H 1.9518 -0.7363 2.6335
H 2.0506 -1.0042 4.3786
H 0.4380 -1.1978 3.5710
*
```

Its total energy is -6571.65056 a.u. As for the energy above the lowest of the compared OMol25 structures with the same formula, charge and spin: 0.0 kJ/mol. Its HOMO-LUMO gap is 6.16 eV. The value obtained for the LUMO energy is -4.3300 eV.

***

[3]
Formula: C19H25N3O4S
Source: the Open Molecules 2025 dataset
Level of theory: ωB97M-V/def2-TZVPD

```
! RIJCOSX wB97M-V def2-TZVPD def2/J DEFGRID3
* xyz 0 1
C -4.1593 0.9160 -7.2382
H -3.5593 1.9010 -7.4634
O -3.4845 -0.0115 -6.5914
C -3.1842 0.3909 -5.1604
C -2.5023 -0.4205 -4.3525
C -2.2314 -0.4033 -2.9423
C -2.5960 0.7805 -2.2533
C -3.0153 1.8442 -3.2586
C -3.3413 1.5910 -4.5491
H -3.9683 2.3980 -5.1032
H -3.2521 2.5665 -2.8147
C -1.9775 0.9970 -1.0907
N -1.5595 0.3971 -0.2451
C -1.4481 0.7403 0.8754
C -1.8777 2.1724 0.7622
O -2.4784 2.1408 -0.3476
C -2.1978 3.3206 1.8272
H -1.1383 3.5740 2.0847
H -2.6397 3.9993 1.1232
H -2.6186 2.7911 2.7085
C -0.6533 0.2716 2.0668
H -0.7585 -1.0556 2.1357
H -1.1142 0.4770 2.9823
S 0.9990 0.5633 2.0709
O 1.3036 2.1120 1.2863
C 1.4164 -0.3693 0.4494
C 1.7894 -1.5750 1.1651
O 1.1713 -2.7781 0.8839
N 3.0411 -1.8543 1.7828
C 3.9051 -0.7229 1.9784
H 5.0410 -1.0318 1.4617
C 4.2107 -0.4539 3.4544
N 4.5449 -1.8207 4.0344
C 4.8008 -1.5336 5.5620
H 3.9106 -1.3210 6.1161
H 5.5933 -1.0389 5.5120
H 5.2999 -2.4771 5.7821
C 3.4397 -3.0220 3.8910
C 3.5110 -3.0846 2.2772
H 4.5239 -3.5081 1.9303
H 2.5646 -3.8206 2.0918
H 2.5671 -2.8474 4.3697
H 4.0023 -3.7747 4.3547
H 3.1001 -0.1381 3.9993
H 4.9885 0.2083 3.6974
H 3.5477 0.3117 1.4249
H 0.4361 -0.4048 -0.0682
H 2.0771 0.2343 -0.0438
H -1.6321 -1.1890 -2.5701
H -2.2337 -1.7062 -4.7597
H -4.1558 0.4721 -8.2696
H -5.0194 1.2345 -6.9071
*
```

Its total energy is -1601.75069 a.u. As for the energy above the lowest of the compared OMol25 structures with the same formula, charge and spin: 2033.9 kJ/mol. Its HOMO-LUMO gap is 7.94 eV. The value obtained for the LUMO energy is 0.1627 eV.

***

[4]
Formula: C19H27FN4O4S
Source: the Open Molecules 2025 dataset
Level of theory: ωB97M-V/def2-TZVPD

```
! RIJCOSX wB97M-V def2-TZVPD def2/J DEFGRID3
* xyz 0 1
C -1.6177 -3.0189 -0.3063
N -1.8709 -1.5906 -0.4860
C -2.6106 -1.2746 -1.6356
O -3.7880 -1.5725 -1.6985
C -2.0430 -0.4342 -2.7226
C -0.7152 -0.1459 -3.1272
C -0.8032 0.6230 -4.2579
S 0.5243 1.2355 -5.1894
N 0.3855 2.8711 -5.0159
O 1.7073 0.7685 -4.5349
O 0.2929 0.9968 -6.5831
N -2.1296 0.8236 -4.5661
C -2.6530 1.5687 -5.7001
C -2.8726 0.1849 -3.6397
C -0.7966 -0.6960 -0.0247
C -1.0469 -0.3265 1.4528
C -0.6965 1.1212 1.8040
C 0.6436 1.5918 1.2279
N 1.6598 0.5396 1.1784
C 2.1570 -0.0828 2.2839
O 2.6742 -1.1899 2.2308
C 2.0524 0.6023 3.6070
F 2.0935 1.9650 3.6083
C 1.9468 -0.0298 4.7598
C 1.9269 0.4558 6.1892
C 2.3311 -0.9830 6.6142
C 1.9980 -1.4793 5.1793
C 1.7218 -0.2194 -0.0684
C 0.6181 -1.2640 -0.2083
H -2.5273 -3.5640 -0.5479
H -0.8024 -3.3848 -0.9368
H -1.3706 -3.2236 0.7361
H 0.2148 -0.4572 -2.6894
H 0.9074 3.2271 -4.2255
H 0.6129 3.3406 -5.8833
H -3.7372 1.5729 -5.6301
H -2.2841 2.5924 -5.6754
H -2.3456 1.1004 -6.6323
H -3.9491 0.1882 -3.6772
H -0.8922 0.2210 -0.6115
H -2.1007 -0.4990 1.6728
H -0.4786 -1.0054 2.0969
H -1.4769 1.7908 1.4307
H -0.6906 1.2304 2.8910
H 0.5090 1.9202 0.1970
H 1.0122 2.4529 1.7770
H 2.6030 1.2723 6.4381
H 0.9205 0.7227 6.5171
H 3.3944 -1.0587 6.8328
H 1.7675 -1.4272 7.4316
H 1.0173 -1.9558 5.1210
H 2.7252 -2.1022 4.6674
H 1.6723 0.5013 -0.8887
H 2.6893 -0.7142 -0.1177
H 0.7941 -2.0519 0.5264
H 0.7260 -1.7295 -1.1907
*
```

Its total energy is -1758.19641 a.u. As for the energy above the lowest of the compared OMol25 structures with the same formula, charge and spin: 57.5 kJ/mol. Its structure (SMILES) is CN(C(=O)c1cc(S(N)(=O)=O)n(C)c1)[C@H]1CCCN(C(=O)C(F)=C2CCC2)CC1. Its HOMO-LUMO gap is 9.29 eV. The value obtained for the LUMO energy is 0.3388 eV.

***

Q: What is the formula in the third record?
A: C19H25N3O4S

***

Q: Among the records above, which one has the lowest energy above the lowest of the compared OMol25 structures with the same formula, charge and spin?
A: C25H34Br2N2P